{"formula": "C12H29Cl2IrOP", "method": "wB97M-V/def2-TZVPD", "total_energy_ev": -52127.19953, "mol_weight_g_mol": 483.46, "s_squared": 8.768, "spin_multiplicity": 6, "charge": 0, "species": ["Ir", "Cl", "Cl", "H", "H", "P", "C", "C", "C", "C", "H", "C", "H", "H", "H", "H", "H", "H", "H", "C", "C", "H", "H", "H", "H", "H", "H", "C", "H", "C", "H", "H", "H", "H", "H", "H", "C", "C", "C", "O", "H", "H", "H", "H", "H", "H"], "xyz": [[0.5515, 0.5282, 3.2891], [-0.2361, 0.1840, 1.2158], [0.4281, 2.8095, 2.9785], [1.9247, -0.2357, 2.9327], [0.1404, -0.9924, 3.5197], [-0.2342, -0.4136, -1.5994], [-1.7315, -1.5127, -1.8673], [-0.4364, 0.7304, -3.0544], [1.0505, -1.5767, -2.2946], [-2.8727, -1.1835, -0.8925], [-1.3451, -2.5152, -1.6064], [-2.2907, -1.5128, -3.2979], [-2.6957, -0.5293, -3.5597], [-3.1065, -2.2430, -3.3641], [-1.5509, -1.7997, -4.0480], [-2.5237, -1.1336, 0.1442], [-3.6282, -1.9776, -0.9622], [-3.3637, -0.2362, -1.1452], [0.8260, -2.5271, -1.7766], [2.4651, -1.1420, -1.8799], [0.9604, -1.7721, -3.8143], [0.0711, -2.3500, -4.0772], [1.8301, -2.3334, -4.1862], [0.9340, -0.8066, -4.3403], [2.5227, -0.9676, -0.7991], [2.7854, -0.2334, -2.4020], [3.1734, -1.9414, -2.1344], [-1.6223, 1.6840, -2.8390], [-0.6854, 0.1242, -3.9334], [0.8513, 1.4970, -3.3977], [-2.5816, 1.1588, -2.8800], [-1.6259, 2.4219, -3.6567], [-1.5632, 2.2102, -1.8734], [1.3212, 1.9504, -2.5121], [0.5992, 2.2888, -4.1199], [1.5900, 0.8545, -3.8842], [2.1856, 1.8846, 6.7220], [0.9957, 1.0995, 6.2674], [-0.1775, 0.9827, 7.1935], [1.0165, 0.4705, 5.1627], [2.0933, 2.0947, 7.7938], [2.2888, 2.8362, 6.1761], [3.0844, 1.2897, 6.5232], [-1.0334, 1.5988, 6.8739], [-0.5071, -0.0626, 7.2077], [0.1226, 1.2994, 8.1979]], "forces_ev_per_angstrom": [[-1.480, 1.561, 0.102], [-0.370, -0.159, 0.866], [0.155, -0.062, 0.294], [2.398, -0.569, -0.661], [-0.681, -0.369, 0.128], [-0.094, -0.218, -1.618], [-0.155, 0.111, 0.110], [-0.122, 0.328, -0.155], [0.249, 0.058, 0.086], [0.005, -0.256, 0.036], [-0.232, 0.255, -0.169], [-0.175, -0.469, 0.035], [0.015, -0.436, -0.010], [0.014, 0.125, 0.025], [-0.389, 0.171, 0.153], [-0.096, 0.023, -0.170], [0.036, 0.199, 0.079], [0.139, -0.108, 0.067], [0.168, 0.227, -0.251], [0.005, -0.224, 0.048], [0.247, -0.374, -0.033], [0.386, 0.095, -0.072], [-0.128, 0.117, 0.131], [0.074, -0.684, 0.078], [0.032, 0.032, -0.187], [-0.072, -0.153, 0.153], [-0.039, 0.183, 0.048], [0.170, 0.248, 0.012], [0.051, 0.191, 0.221], [-0.172, 0.246, 0.068], [0.193, 0.195, 0.165], [-0.067, -0.069, 0.320], [0.017, -0.059, -0.312], [-0.159, -0.031, -0.245], [0.157, -0.082, 0.260], [-0.044, 0.186, 0.202], [0.054, -0.169, -0.540], [-0.412, 2.199, 3.774], [-0.060, -0.178, -0.491], [0.327, -2.050, -2.468], [0.153, -0.027, -0.333], [0.047, -0.101, 0.110], [0.144, 0.208, 0.129], [0.050, -0.084, 0.058], [-0.147, 0.110, 0.175], [-0.189, -0.139, -0.217]]}